Density functional theory data (the ωB97M-V functional and the def2-TZVPD basis) for 7 unconnected molecules or ions with the total composition C4H22O7S at a distorted geometry.

Structure (XYZ):
```
34
Properties=species:S:1:pos:R:3:nbo_charge:R:1
C 0.6240 -1.8743 -1.8159 -0.21
O -0.3676 -2.4301 -0.8210 -1.04
C -0.0854 -0.4652 -2.0913 -0.43
C 1.0989 0.5562 -2.1302 -0.43
C 0.8483 1.8030 -1.1841 -0.50
S 0.8833 3.5102 -1.9444 -0.08
H 1.3995 -1.5478 -1.0875 0.18
H 0.7697 -2.6865 -2.5306 0.19
H -0.5438 -3.3112 -1.2143 0.35
H -0.7521 -0.2168 -1.2685 0.23
H -0.5898 -0.5434 -3.0338 0.20
H 1.5097 0.7748 -3.1657 0.20
H 1.9268 0.0759 -1.6000 0.21
H -0.0006 1.5135 -0.5531 0.22
H 1.6506 1.8931 -0.4139 0.23
H 0.4612 3.1003 -3.1326 0.11
H -0.4436 -1.1320 3.6814 0.47
H 0.8315 -1.7671 3.0335 0.52
O 0.4876 -0.9871 3.4971 -1.02
H -2.9269 1.5594 -1.1771 0.47
H -3.9919 1.7700 -0.1887 0.47
O -3.8878 1.6541 -1.1394 -0.94
H 0.5301 3.9979 1.1875 0.48
H 0.2752 2.7879 2.3657 0.52
O -0.0289 3.5410 1.8336 -1.02
H 1.3798 -3.6860 1.2725 0.45
H 0.0639 -2.8187 0.9192 0.50
O 0.8150 -2.9531 1.5306 -1.16
H 1.9159 1.0464 3.0970 0.47
H 0.8516 0.5885 2.3745 0.51
O 1.4295 1.3837 2.3257 -0.98
H -1.8587 -1.9783 1.8215 0.42
H -2.3545 -1.8601 0.4467 0.46
O -1.9204 -1.2982 1.1057 -1.02
```

Output
- ⟨S²⟩ = 0.75
- total charge = -1
- electronic energy (Eh) = -1090.36733
- multiplicity = 2



Density functional theory data (the ωB97M-V functional and the def2-TZVPD basis) for a molecular structure, C3H7N3 at a distorted geometry.

Structure (XYZ):
```
13
Properties=species:S:1:pos:R:3:nbo_charge:R:1
C 0.0299 0.1268 0.1666 0.38
N 1.3199 1.4703 -1.3277 -0.66
N 1.0555 -0.5259 0.7626 -0.81
C -1.3928 -0.1311 0.1722 -0.34
C -1.9628 -1.3047 0.4477 -0.43
N 0.1339 1.1543 -0.6660 -0.39
H 1.6794 2.3662 -1.0209 0.36
H 2.0270 0.7447 -1.2524 0.34
H 0.8100 -1.2496 1.4185 0.41
H 1.9159 -0.0281 0.9434 0.39
H -1.1739 1.0104 -0.7776 0.37
H -3.0373 -1.4401 0.3790 0.20
H -1.4047 -2.1933 0.7545 0.16
```

Output
- multiplicity = 1
- energy relative to the best compared isomer or geometry (same formula, charge and spin) (kJ/mol) = 393.6



Density functional theory data (the ωB97M-V functional and the def2-TZVPD basis) for 3 unconnected molecules or ions with the total composition C5H16O2 at a distorted geometry.

Structure (XYZ):
```
23
Properties=species:S:1:pos:R:3:nbo_charge:R:1
C -0.5852 2.1701 0.3615 -0.60
C 0.2828 1.7461 -0.7318 -0.27
C 1.7794 1.6233 -0.3157 -0.08
C 2.2967 0.4994 -1.2463 -0.58
C 2.0822 1.1377 1.0394 -0.66
H -0.6573 3.2588 0.4798 0.25
H -1.5843 1.8373 0.1448 0.30
H -0.2788 1.6699 1.2030 0.23
H -0.0184 0.7267 -1.1509 0.26
H 0.3272 2.3195 -1.6339 0.25
H 2.0868 2.6637 -0.3273 0.30
H 3.3206 0.1617 -0.9330 0.28
H 2.5689 0.8936 -2.1740 0.26
H 1.6737 -0.4113 -0.9169 0.27
H 1.4023 1.4723 1.9382 0.28
H 3.1113 1.4638 1.3226 0.30
H 1.8664 0.0308 1.1491 0.24
H -4.4642 -3.3141 1.4837 0.47
H -4.4711 -1.8880 1.4706 0.47
O -3.8825 -2.5779 1.1798 -0.94
H -2.0599 -4.6693 -0.2575 0.46
H -2.8156 -5.4976 -1.1886 0.46
O -1.9809 -5.3166 -0.8967 -0.93
```

Output
- ⟨S²⟩ = 0.75
- total charge = +1
- multiplicity = 2
- energy relative to the best compared isomer or geometry (same formula, charge and spin) (kJ/mol) = 176.5



Density functional theory data (the ωB97M-V functional and the def2-TZVPD basis) for 7 unconnected molecules or ions with the total composition H15NO6 at a distorted geometry.

Structure (XYZ):
```
22
Properties=species:S:1:pos:R:3:nbo_charge:R:1
N -1.8410 -1.1987 0.1487 -0.53
H -1.5022 -0.8218 -0.7515 0.43
H -2.8654 -1.2194 0.2398 0.41
H -1.5460 -2.1883 0.1218 0.41
H 1.5031 0.8989 3.4516 0.49
H 2.3053 0.2204 2.2218 0.50
O 1.8921 1.0194 2.5895 -0.96
H -0.6410 1.7700 -0.3190 0.49
H 0.3553 2.7852 -0.6058 0.50
O -0.2556 2.2009 -1.0847 -0.97
H 0.0955 -0.2959 -1.7902 0.51
H 0.1331 -1.6676 -2.2536 0.52
O -0.1035 -1.1880 -1.4429 -0.89
H 0.5161 -2.0417 1.8971 0.48
H 0.4497 -1.1551 0.6506 0.46
O 1.0153 -1.3860 1.3993 -0.93
H 1.0747 0.5997 -3.7640 0.52
H 0.5741 1.1665 -2.4526 0.52
O 0.5673 0.3545 -2.9767 -0.99
H -1.1365 0.2832 1.2066 0.43
H 0.1653 0.8039 1.8571 0.51
O -0.7556 1.0598 1.6569 -0.91
```

Output
- ⟨S²⟩ = 0.76
- total charge = +1
- multiplicity = 2
- energy relative to the best compared isomer or geometry (same formula, charge and spin) (kJ/mol) = 129.5



Density functional theory data (the ωB97M-V functional and the def2-TZVPD basis) for a molecular structure, C22H24N5OSV at a distorted geometry.

Structure (XYZ):
```
54
Properties=species:S:1:pos:R:3:nbo_charge:R:1
V 0.0418 0.1865 -0.4734 1.13
C 3.9027 4.3474 3.1394 -0.63
C 2.8808 3.6509 2.2838 -0.01
C 1.5181 3.8954 2.4492 -0.20
C 0.5822 3.3143 1.6194 -0.21
C 0.9538 2.4766 0.5623 0.10
N 0.0029 1.9895 -0.3604 -0.68
C -0.8905 2.9132 -0.9111 0.14
C -0.6265 4.2905 -0.9527 -0.23
C -1.5242 5.1970 -1.4760 -0.19
C -2.7542 4.7846 -1.9778 -0.02
C -3.7580 5.7671 -2.5150 -0.63
C -3.0127 3.4254 -1.9802 -0.22
C -2.0928 2.4952 -1.5033 0.15
N -2.4214 1.1165 -1.6257 -0.16
C -3.3726 0.6204 -2.4461 0.01
C -3.6005 -0.6849 -2.0869 -0.32
C -2.7209 -0.9180 -1.0320 -0.01
N -1.9834 0.1628 -0.7607 -0.36
C 2.3191 2.1594 0.4614 0.16
C 3.2561 2.7457 1.3045 -0.22
N 2.7549 1.2372 -0.5204 -0.15
C 3.9419 1.1968 -1.1645 0.00
C 3.9112 0.1225 -2.0228 -0.32
C 2.6492 -0.4475 -1.8396 -0.01
N 1.9546 0.2367 -0.9315 -0.35
H 3.4760 5.2494 3.5745 0.23
H 4.7725 4.6312 2.5477 0.22
H 4.2495 3.7141 3.9584 0.23
H 1.1891 4.5470 3.2495 0.22
H -0.4705 3.5294 1.7524 0.23
H 0.3188 4.6457 -0.5693 0.23
H -1.2639 6.2485 -1.4804 0.22
H -3.5188 6.7800 -2.1977 0.22
H -4.7651 5.5244 -2.1755 0.22
H -3.7660 5.7503 -3.6069 0.23
H -3.9696 3.0859 -2.3564 0.21
H -3.8060 1.1997 -3.2412 0.24
H -4.3044 -1.3657 -2.5317 0.25
H -2.6168 -1.8175 -0.4585 0.21
H 4.3007 2.4732 1.2093 0.22
H 4.7120 1.9279 -0.9946 0.24
H 4.6954 -0.2057 -2.6814 0.25
H 2.2196 -1.3034 -2.3336 0.22
C 0.6079 -4.4718 0.6540 -0.80
S -0.5811 -3.1194 0.4973 1.26
C -0.9718 -2.9155 2.2528 -0.81
O 0.2413 -1.9052 0.1434 -1.02
H 1.2322 -4.3509 1.5359 0.24
H 1.2169 -4.4563 -0.2476 0.26
H 0.0391 -5.3997 0.7008 0.25
H -1.6078 -3.7403 2.5729 0.25
H -1.5086 -1.9729 2.3499 0.25
H -0.0533 -2.8830 2.8351 0.25
```

Output
- ⟨S²⟩ = 3.76
- total charge = +1
- electronic energy (Eh) = -2543.73914
- multiplicity = 4



Density functional theory data (the ωB97M-V functional and the def2-TZVPD basis) for 5 unconnected molecules or ions with the total composition C23H38Cl2NO15P.

Structure (XYZ):
```
80
Properties=species:S:1:pos:R:3:lowdin_charge:R:1
N 1.9425 -4.2074 3.4616 0.01
C 1.1245 -4.0241 2.2785 -0.21
C -0.1742 -3.2654 2.4674 -0.13
C -0.3686 -2.1082 3.1181 -0.53
Cl 0.8752 -1.1744 3.8346 0.79
C -1.7144 -1.4718 3.1595 -0.42
O -1.8837 -0.2859 3.2560 0.08
C -2.8735 -2.4119 3.0321 -0.56
Cl -4.3339 -1.8318 3.7003 0.80
C -2.7238 -3.5731 2.3868 -0.26
P -3.9241 -4.9071 2.1437 0.72
O -3.4009 -6.2042 2.6255 -0.41
C -1.3784 -3.8553 1.7978 -0.34
O -1.2800 -4.5258 0.7956 0.13
H 1.4053 -4.4479 4.2818 0.08
H 2.5505 -3.4256 3.6494 0.05
H 0.8596 -5.0062 1.8809 0.12
H 1.7078 -3.5296 1.4965 0.14
H -4.2390 -4.8702 0.7780 0.03
H -5.0478 -4.4511 2.8432 0.00
C -4.4031 1.9739 2.5484 -0.06
C -4.3572 0.9770 1.4131 -0.22
O -5.3060 1.2862 0.3768 0.04
C -4.9481 2.2633 -0.4530 -0.61
O -3.9090 2.8709 -0.4340 0.12
O -5.9450 2.4574 -1.3180 0.01
C -5.7221 3.5202 -2.2483 -0.04
H -5.4163 2.0517 2.9462 0.08
H -3.7353 1.6499 3.3468 0.06
H -4.0888 2.9620 2.2153 0.08
H -4.6459 -0.0112 1.7663 0.07
H -3.3565 0.9111 0.9864 0.12
H -4.7794 3.3834 -2.7732 0.09
H -5.7203 4.4797 -1.7339 0.10
H -6.5488 3.4786 -2.9507 0.09
C -0.8715 2.8631 3.2559 -0.07
C 0.4129 3.4885 3.7520 -0.20
O 1.4120 3.5403 2.7191 0.04
C 1.2537 4.5176 1.8291 -0.61
O 0.3985 5.3645 1.8464 0.12
O 2.2006 4.3917 0.8982 0.01
C 2.1066 5.3467 -0.1626 -0.03
H -0.6747 1.8790 2.8352 0.06
H -1.5775 2.7496 4.0789 0.08
H -1.3362 3.4793 2.4866 0.08
H 0.8588 2.8794 4.5363 0.12
H 0.2499 4.4900 4.1493 0.12
H 2.0882 6.3618 0.2268 0.10
H 1.2118 5.1654 -0.7556 0.09
H 2.9878 5.2023 -0.7799 0.09
C 2.6769 4.1864 -6.2156 -0.06
C 1.6904 5.1145 -6.8895 -0.21
O 0.3456 4.8928 -6.4338 0.04
C 0.0532 5.4141 -5.2440 -0.61
O 0.7913 6.0678 -4.5525 0.12
O -1.2075 5.0980 -4.9503 0.01
C -1.6506 5.5534 -3.6675 -0.03
H 2.3735 3.1476 -6.3501 0.08
H 3.6680 4.3186 -6.6493 0.08
H 2.7385 4.3898 -5.1477 0.07
H 1.6512 4.9224 -7.9598 0.12
H 1.9560 6.1603 -6.7388 0.12
H -1.4873 6.6228 -3.5582 0.10
H -1.1298 5.0186 -2.8751 0.10
H -2.7122 5.3319 -3.6235 0.09
C 4.3333 -6.7055 -2.7022 -0.07
C 4.7466 -5.5979 -1.7582 -0.21
O 4.4291 -5.9087 -0.3914 0.03
C 5.2536 -6.7688 0.2052 -0.61
O 6.2289 -7.2756 -0.2861 0.12
O 4.8182 -6.9632 1.4488 0.00
C 5.5669 -7.9251 2.1963 -0.04
H 3.2743 -6.9343 -2.5780 0.08
H 4.5043 -6.3981 -3.7339 0.08
H 4.9045 -7.6129 -2.5142 0.07
H 4.1886 -4.6874 -1.9678 0.12
H 5.8100 -5.3752 -1.8413 0.12
H 6.6270 -7.6825 2.1887 0.09
H 5.4139 -8.9231 1.7889 0.10
H 5.1809 -7.8771 3.2099 0.09
```

Output
- SMILES = NCC1=C(Cl)C(=O)C(Cl)=C([PH2]=O)C1=O.CCOC(=O)OC.CCOC(=O)OC.CCOC(=O)OC.CCOC(=O)OC
- multiplicity = 1
- energy relative to the best compared isomer or geometry (same formula, charge and spin) (kJ/mol) = 0.0



Question: What is the multiplicity in the first record?
Answer: 2